*A*
180
Properties=species:S:1:pos:R:3:mulliken_charge:R:1 method="wB97M-V/def2-TZVPD" total_charge=+6 gap_ev=8.11
C 4.797 11.660 -1.349 -1.130
C 4.832 10.690 -2.546 -0.820
C 4.009 9.386 -2.426 -0.251
C 4.960 8.229 -2.086 -0.953
N 4.292 6.860 -1.927 0.081
C 5.192 5.892 -1.197 -0.938
C 4.252 4.715 -0.902 -0.544
C 2.882 5.460 -0.759 -0.361
C 3.136 6.986 -0.986 -0.863
C 4.017 6.443 -3.368 -0.880
H 5.591 12.356 -1.610 0.361
H 4.993 11.087 -0.442 0.300
H 3.853 12.193 -1.280 0.332
H 5.851 10.521 -2.891 0.475
H 4.309 11.221 -3.346 0.356
H 3.507 9.143 -3.363 0.368
H 3.257 9.558 -1.656 0.333
H 5.503 8.432 -1.158 0.225
H 5.756 8.106 -2.818 0.557
H 6.016 5.678 -1.877 0.444
H 5.591 6.413 -0.329 0.410
H 4.312 3.874 -1.592 0.473
H 4.505 4.235 0.045 0.440
H 2.052 5.158 -1.404 0.270
H 2.479 5.288 0.243 0.411
H 2.263 7.414 -1.462 0.479
H 3.492 7.417 -0.056 0.349
H 3.863 5.361 -3.423 0.453
H 4.959 6.561 -3.892 0.304
H 3.078 6.904 -3.647 0.335
C -5.985 2.406 4.420 -1.430
C -5.963 1.999 2.909 -0.238
C -5.298 3.064 1.993 -0.201
C -5.272 2.512 0.578 -0.960
N -4.669 3.506 -0.423 0.505
C -4.270 2.845 -1.746 -0.581
C -3.063 3.617 -2.316 -0.607
C -2.925 4.802 -1.349 -1.038
C -3.407 4.199 0.002 -0.185
C -5.694 4.626 -0.686 -1.064
H -6.302 1.481 4.900 0.405
H -6.624 3.243 4.692 0.421
H -5.006 2.657 4.835 0.302
H -7.001 1.878 2.602 0.555
H -5.483 1.019 2.936 -0.067
H -4.262 3.226 2.285 0.178
H -5.892 3.975 2.034 0.480
H -6.250 2.336 0.128 0.416
H -4.733 1.572 0.447 0.127
H -5.199 2.791 -2.308 0.495
H -3.880 1.863 -1.480 0.229
H -3.212 3.904 -3.361 0.377
H -2.168 3.006 -2.457 0.412
H -3.587 5.584 -1.709 0.346
H -1.914 5.202 -1.309 0.484
H -3.469 4.994 0.738 0.474
H -2.705 3.426 0.315 -0.024
H -5.576 5.432 0.029 0.333
H -6.681 4.173 -0.659 0.264
H -5.484 4.977 -1.690 0.633
C 7.303 -4.829 -0.231 -1.159
C 7.462 -5.202 1.257 -0.561
C 6.545 -6.337 1.718 -0.397
C 5.994 -6.162 3.118 -1.080
N 4.892 -7.090 3.570 0.483
C 4.693 -7.077 5.099 -0.460
C 4.459 -8.556 5.494 -0.665
C 4.289 -9.310 4.174 -0.688
C 5.224 -8.547 3.265 -0.672
C 3.649 -6.749 2.777 -1.632
H 7.931 -5.416 -0.892 0.308
H 7.542 -3.771 -0.360 0.335
H 6.221 -4.849 -0.393 0.310
H 7.236 -4.301 1.842 0.359
H 8.514 -5.359 1.499 0.402
H 7.152 -7.247 1.747 0.322
H 5.792 -6.538 0.951 0.409
H 5.606 -5.150 3.262 0.549
H 6.788 -6.274 3.857 0.290
H 3.821 -6.435 5.188 0.381
H 5.571 -6.678 5.599 0.327
H 3.535 -8.523 6.073 0.287
H 5.214 -9.021 6.119 0.392
H 3.271 -9.507 3.839 0.301
H 4.669 -10.321 4.336 0.406
H 5.167 -8.903 2.240 0.424
H 6.212 -8.698 3.704 0.481
H 3.652 -5.669 2.609 0.495
H 2.789 -7.013 3.385 0.721
H 3.636 -7.149 1.768 0.346
C -2.307 1.494 3.143 -0.876
C -0.953 0.919 3.676 -1.066
C 0.187 1.204 2.668 -0.857
C 0.181 0.473 1.327 -0.888
N 1.588 0.390 0.715 0.544
C 1.617 -0.168 -0.680 -0.600
C 3.052 -0.609 -0.886 -0.749
C 3.425 -1.240 0.475 -0.545
C 2.433 -0.621 1.463 -0.543
C 2.068 1.849 0.652 -1.218
H -3.002 1.480 3.980 0.305
H -2.720 0.981 2.269 0.148
H -2.138 2.511 2.787 0.641
H -1.001 -0.094 4.065 0.142
H -0.720 1.580 4.513 0.316
H 1.114 1.056 3.229 0.594
H 0.185 2.284 2.519 0.532
H -0.481 0.976 0.617 0.466
H -0.263 -0.525 1.338 0.375
H 1.334 0.626 -1.372 0.385
H 0.858 -0.953 -0.692 0.459
H 3.661 0.265 -1.121 0.246
H 3.071 -1.223 -1.785 0.503
H 4.495 -1.067 0.588 0.381
H 3.380 -2.328 0.396 0.278
H 3.020 -0.065 2.194 0.377
H 1.775 -1.332 1.953 0.272
H 3.086 1.870 0.278 0.435
H 2.008 2.440 1.562 0.393
H 1.304 2.353 0.061 0.427
C -0.463 -3.023 -6.234 -1.284
C -1.883 -2.879 -5.679 -0.561
C -2.534 -1.542 -5.950 -0.567
C -4.049 -1.507 -5.647 -0.751
N -4.784 -0.206 -5.951 0.426
C -6.300 -0.402 -6.206 -0.226
C -6.599 0.429 -7.443 -0.736
C -5.418 1.350 -7.664 -0.636
C -4.237 0.495 -7.178 -0.796
C -4.607 0.637 -4.713 -1.581
H -0.404 -3.320 -7.283 0.347
H 0.036 -3.843 -5.717 0.381
H 0.060 -2.065 -6.208 0.326
H -1.859 -3.042 -4.593 0.308
H -2.510 -3.732 -5.954 0.391
H -2.486 -1.233 -6.997 0.446
H -2.001 -0.697 -5.496 0.356
H -4.388 -1.819 -4.660 0.341
H -4.520 -2.200 -6.348 0.484
H -6.866 -0.122 -5.323 0.307
H -6.512 -1.435 -6.476 0.332
H -7.535 0.955 -7.234 0.343
H -6.919 -0.187 -8.283 0.389
H -5.450 2.208 -6.986 0.261
H -5.365 1.748 -8.674 0.442
H -3.355 1.071 -6.914 0.302
H -4.060 -0.262 -7.942 0.535
H -4.959 1.647 -4.926 0.492
H -3.527 0.730 -4.590 0.425
H -5.140 0.206 -3.873 0.507
C 0.600 -6.009 1.496 -1.330
C -0.557 -5.115 1.091 -0.940
C -1.021 -4.096 2.145 -0.038
C -1.717 -4.774 3.338 -0.936
N -2.737 -3.961 4.122 0.299
C -3.919 -3.396 3.328 -0.765
C -3.919 -1.911 3.589 0.146
C -3.183 -1.710 4.895 -0.694
C -2.066 -2.725 4.753 -0.521
C -3.302 -4.952 5.149 -0.987
H 1.050 -6.579 0.679 0.556
H 0.239 -6.851 2.100 0.410
H 1.394 -5.499 2.040 0.202
H -1.400 -5.642 0.646 0.438
H -0.119 -4.522 0.276 0.340
H -1.603 -3.354 1.593 0.348
H -0.119 -3.629 2.553 0.180
H -0.888 -5.042 3.985 0.328
H -2.372 -5.557 2.959 0.476
H -4.847 -3.849 3.668 0.311
H -3.778 -3.679 2.286 0.303
H -4.929 -1.493 3.599 0.516
H -3.488 -1.303 2.787 -0.030
H -3.681 -1.960 5.832 0.462
H -2.697 -0.747 5.036 0.350
H -1.547 -3.026 5.662 0.286
H -1.309 -2.429 4.027 0.076
H -3.578 -5.865 4.629 0.382
H -4.124 -4.498 5.691 0.454
H -2.459 -5.187 5.797 0.426

---

*B*
180
Properties=species:S:1:pos:R:3:mulliken_charge:R:1 method="wB97M-V/def2-TZVPD" total_charge=+6 gap_ev=9.95
C -9.454 -16.579 -17.399 -1.140
C -9.449 -16.339 -18.942 -0.604
C -10.873 -16.051 -19.436 -0.453
C -11.452 -14.734 -18.880 -0.863
N -12.937 -14.549 -19.099 0.369
C -13.420 -13.221 -18.548 -0.508
C -14.774 -12.927 -19.236 -0.425
C -14.700 -13.736 -20.545 -0.676
C -13.378 -14.476 -20.547 -0.694
C -13.661 -15.692 -18.480 -0.905
H -8.470 -16.981 -17.157 0.414
H -10.121 -17.423 -17.216 0.322
H -9.662 -15.654 -16.872 0.296
H -9.034 -17.168 -19.505 0.430
H -8.889 -15.402 -19.056 0.183
H -11.412 -16.961 -19.168 0.261
H -10.936 -16.007 -20.527 0.394
H -10.872 -13.860 -19.170 0.340
H -11.381 -14.822 -17.794 0.416
H -13.641 -13.431 -17.501 0.331
H -12.717 -12.398 -18.630 0.275
H -15.660 -13.226 -18.687 0.383
H -14.826 -11.870 -19.487 0.146
H -15.541 -14.426 -20.575 0.414
H -14.713 -13.175 -21.479 0.337
H -13.427 -15.455 -21.026 0.426
H -12.582 -14.023 -21.144 0.488
H -14.737 -15.598 -18.636 0.416
H -13.609 -15.641 -17.389 0.407
H -13.355 -16.690 -18.766 0.299
C -8.298 -7.375 -21.510 -0.820
C -9.616 -7.725 -22.197 -0.732
C -10.935 -7.766 -21.424 0.359
C -12.059 -8.203 -22.378 -1.404
N -13.406 -8.661 -21.841 0.391
C -14.523 -8.695 -22.927 -0.558
C -15.786 -8.624 -22.075 -0.600
C -15.494 -7.550 -21.040 -0.711
C -13.983 -7.591 -20.918 -0.609
C -13.356 -10.113 -21.344 -1.241
H -7.624 -8.224 -21.345 0.327
H -8.418 -7.162 -20.439 -0.119
H -7.742 -6.605 -22.037 0.434
H -9.426 -8.727 -22.592 0.332
H -9.789 -7.040 -23.028 0.288
H -11.258 -6.776 -21.098 0.378
H -10.930 -8.514 -20.624 0.116
H -11.799 -9.026 -23.053 0.493
H -12.332 -7.449 -23.121 0.424
H -14.570 -9.583 -23.554 0.433
H -14.263 -7.807 -23.499 0.471
H -16.011 -9.548 -21.532 0.195
H -16.768 -8.505 -22.535 0.476
H -16.110 -7.723 -20.158 0.333
H -15.815 -6.563 -21.376 0.346
H -13.535 -7.734 -19.928 0.462
H -13.470 -6.655 -21.144 0.400
H -12.545 -10.235 -20.627 0.427
H -13.336 -10.783 -22.195 0.341
H -14.238 -10.272 -20.729 0.288
C -4.335 -14.331 -17.434 -1.527
C -3.647 -12.965 -17.408 0.075
C -2.175 -12.963 -17.836 -0.497
C -1.550 -11.654 -17.454 -0.980
N -0.072 -11.517 -17.811 0.272
C 0.772 -12.662 -17.303 -0.716
C 2.161 -12.013 -17.144 -0.581
C 2.010 -10.496 -17.290 -0.705
C 0.499 -10.264 -17.183 -0.534
C 0.082 -11.529 -19.334 -0.939
H -3.643 -15.125 -17.149 0.403
H -4.809 -14.620 -18.372 0.320
H -5.116 -14.362 -16.670 0.388
H -3.981 -12.504 -16.473 0.374
H -4.216 -12.348 -18.121 -0.097
H -2.128 -13.129 -18.913 0.362
H -1.586 -13.762 -17.379 0.569
H -1.635 -11.428 -16.391 0.323
H -2.051 -10.833 -17.977 0.339
H 0.820 -13.512 -17.976 0.371
H 0.439 -13.003 -16.323 0.456
H 2.821 -12.419 -17.910 0.303
H 2.636 -12.249 -16.194 0.362
H 2.298 -10.134 -18.274 0.333
H 2.503 -9.994 -16.463 0.367
H 0.152 -9.391 -17.731 0.393
H 0.280 -10.184 -16.119 0.440
H 1.103 -11.240 -19.576 0.442
H -0.542 -10.751 -19.768 0.297
H -0.096 -12.542 -19.674 0.402
C -9.052 -3.017 -14.885 -1.590
C -8.554 -2.287 -16.121 0.718
C -9.374 -1.084 -16.594 -0.287
C -8.924 -0.517 -17.946 -1.245
N -9.891 0.427 -18.609 0.345
C -11.248 -0.215 -18.845 -0.590
C -11.801 0.461 -20.122 -0.627
C -10.659 1.298 -20.731 -0.657
C -9.386 0.858 -20.004 -0.492
C -10.026 1.675 -17.742 -0.884
H -9.917 -3.635 -15.123 0.382
H -9.239 -2.299 -14.082 0.375
H -8.309 -3.637 -14.378 0.419
H -8.309 -2.978 -16.931 -0.165
H -7.558 -1.923 -15.831 -0.281
H -9.366 -0.291 -15.847 0.412
H -10.394 -1.456 -16.741 0.289
H -8.631 -1.286 -18.659 0.371
H -8.064 0.109 -17.696 0.465
H -11.868 0.037 -17.991 0.308
H -11.016 -1.262 -19.016 0.400
H -12.718 1.026 -19.971 0.355
H -12.100 -0.340 -20.799 0.314
H -10.889 2.353 -20.626 0.327
H -10.481 1.003 -21.763 0.369
H -8.611 1.607 -19.869 0.410
H -8.990 -0.070 -20.412 0.391
H -10.412 2.408 -18.448 0.458
H -9.047 1.984 -17.387 0.317
H -10.743 1.590 -16.931 0.315
C -3.752 -2.903 -15.143 -1.320
C -4.123 -1.540 -15.703 0.472
C -3.835 -0.432 -14.703 -0.566
C -4.299 0.995 -15.108 -0.996
N -3.925 2.037 -14.092 0.280
C -4.109 3.497 -14.549 -0.677
C -3.243 4.292 -13.618 -0.622
C -2.040 3.430 -13.310 -0.559
C -2.468 2.016 -13.714 -0.685
C -4.792 1.857 -12.830 -0.730
H -4.224 -3.166 -14.199 0.365
H -2.665 -2.948 -15.030 0.417
H -3.926 -3.713 -15.855 0.247
H -5.204 -1.471 -15.898 -0.398
H -3.695 -1.324 -16.684 0.378
H -2.739 -0.396 -14.662 0.371
H -4.080 -0.643 -13.661 0.435
H -5.366 1.067 -15.317 0.503
H -3.798 1.169 -16.061 0.256
H -5.157 3.733 -14.709 0.424
H -3.613 3.504 -15.525 0.435
H -3.778 4.502 -12.688 0.265
H -2.997 5.272 -14.023 0.453
H -1.770 3.472 -12.256 0.303
H -1.129 3.700 -13.840 0.338
H -2.300 1.262 -12.947 0.342
H -1.833 1.722 -14.551 0.340
H -5.746 1.473 -13.183 0.319
H -5.000 2.823 -12.382 0.372
H -4.249 1.164 -12.199 0.310
C -6.122 -4.540 -17.714 -1.666
C -6.726 -5.570 -18.681 -0.943
C -6.257 -7.015 -18.370 -0.437
C -7.301 -7.866 -17.663 -1.107
N -6.766 -9.266 -17.290 0.713
C -6.678 -10.073 -18.572 -0.487
C -7.098 -11.495 -18.217 0.077
C -8.209 -11.309 -17.166 -0.518
C -7.796 -10.006 -16.445 -0.603
C -5.456 -9.264 -16.523 -1.346
H -6.463 -3.544 -18.010 0.540
H -5.052 -4.512 -17.917 0.520
H -6.422 -4.606 -16.668 0.412
H -6.411 -5.276 -19.680 0.338
H -7.819 -5.537 -18.638 0.432
H -5.424 -6.913 -17.671 0.561
H -5.853 -7.449 -19.285 0.426
H -8.212 -8.053 -18.229 0.612
H -7.622 -7.421 -16.721 0.414
H -5.668 -10.053 -18.977 0.434
H -7.386 -9.645 -19.278 0.067
H -6.235 -12.036 -17.825 -0.649
H -7.565 -11.914 -19.107 0.645
H -8.177 -12.087 -16.409 0.396
H -9.124 -11.242 -17.750 0.197
H -7.439 -10.247 -15.447 0.357
H -8.630 -9.314 -16.333 0.319
H -5.576 -8.580 -15.690 0.366
H -4.711 -8.861 -17.211 0.436
H -5.141 -10.288 -16.347 0.481

---

The structure shown above that is least stable: *A*.